{"formula": "C3H3CuFO2", "method": "ωB97M-V with the def2-TZVPD basis set", "elements": ["F", "H", "H", "O", "O", "C", "C", "C", "H", "Cu"], "positions_angstrom": [[-3.239278, -0.677883, 2.419362], [-3.861981, -0.299305, 3.071347], [2.963686, -0.462118, -1.698234], [1.610391, 0.481156, -0.269192], [0.199228, -0.450786, -1.591441], [2.215216, 0.425928, -1.584829], [1.230847, -0.261523, -2.388668], [0.414982, 0.051671, -0.299836], [2.505649, 1.426272, -1.933364], [-1.219524, -0.180022, 1.320800]], "atomic_forces_ev_per_a": [[-0.8862, 0.9385, 1.1865], [1.4116, -0.8186, -1.4516], [-0.2524, 1.7803, 0.8207], [-0.4426, 0.6518, 1.4231], [-0.7980, -0.1272, 1.0948], [0.4877, -1.8635, -1.0106], [-0.3382, 0.4789, -1.6045], [-0.2330, -0.5801, 0.2218], [0.4038, -0.5420, 0.2079], [0.6473, 0.0818, -0.8881]], "orbital_gap_ev": 8.929, "total_energy_ev": -54599.8036, "total_charge": 1, "homo_ev": -13.731, "e_lumo_ev": -4.8, "relative_energy_kj_mol": 21.8}